Molecular formula: C5H6O
Method: DFT, the ωB97M-V functional and the def2-TZVPD basis

Geometry (Å):
C  -1.0688  1.2667  0.0336
C  0.2302  1.3083  0.3285
C  2.4010  0.2435  0.7115
C  1.1347  0.2030  0.0986
C  0.6562  -1.1569  -0.2401
O  2.5086  0.5038  -0.5537
H  -1.8855  1.9716  0.3024
H  0.6042  2.2559  0.7480
H  -1.4830  0.3657  -0.3477
H  0.4808  -1.1438  -1.3749
H  -0.2200  -1.2253  0.2307
H  1.4504  -1.9186  -0.0134

Cartesian forces (eV/Å) of the 6 atoms listed first:
-0.74 0.03 0.78
-1.05 1.98 -0.35
3.17 0.20 0.99
-0.40 -0.13 -1.05
3.49 0.33 -3.86
-1.32 0.08 0.95

Results
* Kohn-Sham gap: 9.594 eV
* ΔE to the lowest compared entry with this formula, charge and spin: 96.7 kcal/mol
* HOMO energy: -8.952 eV
* molecular weight: 82.10 g mol⁻¹
* calculated total energy: -7325.090 eV



Molecular formula: C5H6O
Method: DFT, the ωB97M-V functional and the def2-TZVPD basis

Geometry (Å):
C  -0.0255  0.8882  -2.5022
C  -0.0627  0.3853  -1.4061
C  0.0321  -0.0854  -0.0663
C  -0.9669  0.4075  0.9656
C  0.8584  -1.1131  0.2370
O  1.4669  -1.1037  1.4448
H  -0.0413  1.2790  -3.4941
H  -1.0473  1.4886  1.0943
H  -1.9315  0.0422  0.5875
H  -0.8105  -0.0680  1.9401
H  1.0721  -1.9836  -0.3775
H  1.4562  -0.1370  1.5769

Cartesian forces (eV/Å) of the 6 atoms listed first:
-0.19 -0.25 0.18
-0.23 -0.11 -0.53
-0.30 -0.50 -0.30
0.02 0.17 0.07
-0.10 0.24 -0.44
-0.27 0.28 0.26

Results
* Kohn-Sham gap: 8.794 eV
* ΔE to the lowest compared entry with this formula, charge and spin: 67.8 kcal/mol
* HOMO energy: -8.138 eV
* molecular weight: 82.10 g mol⁻¹
* calculated total energy: -7326.345 eV



Molecular formula: C5H6O
Method: DFT, the ωB97M-V functional and the def2-TZVPD basis

Geometry (Å):
C  1.5915  0.5289  -0.1070
C  0.3692  1.1425  -0.5012
C  0.8948  -0.3735  0.9398
C  -0.3529  0.1678  0.1900
C  -1.6916  -0.3295  -0.0934
O  1.3448  -1.1170  -0.0889
H  2.6220  0.6603  -0.1751
H  0.1877  1.5907  -1.3961
H  1.1387  -0.7365  1.8890
H  -2.4543  0.4642  -0.2808
H  -2.0840  -0.9863  0.6589
H  -1.5658  -1.0115  -1.0350

Cartesian forces (eV/Å) of the 6 atoms listed first:
-0.45 -2.61 3.04
-0.98 -3.11 2.23
-0.49 1.72 -3.24
0.36 3.58 0.54
-0.74 -1.46 -1.90
1.72 -0.64 -1.86

Results
* Kohn-Sham gap: 9.372 eV
* ΔE to the lowest compared entry with this formula, charge and spin: 103.8 kcal/mol
* HOMO energy: -8.501 eV
* molecular weight: 82.10 g mol⁻¹
* calculated total energy: -7324.785 eV



Molecular formula: C5H6O
Method: DFT, the ωB97M-V functional and the def2-TZVPD basis

Geometry (Å):
C  -0.9630  0.4520  0.0735
C  0.2367  1.3324  -0.0075
C  1.3716  0.6374  -0.2785
C  1.1424  -0.7730  -0.4318
O  -0.4184  -1.7935  0.8953
C  -0.3510  -0.9268  -0.2368
H  -1.4086  0.4751  1.0747
H  -1.7406  0.7683  -0.6333
H  0.1864  2.4081  0.1506
H  2.3591  1.0789  -0.3181
H  0.4225  -2.2731  0.8226
H  -0.8372  -1.3859  -1.1109

Cartesian forces (eV/Å) of the 6 atoms listed first:
0.08 -0.06 -0.03
0.01 -0.12 0.00
0.03 -0.01 -0.07
-0.18 0.43 -0.06
-0.06 -0.01 -0.09
-0.03 -0.02 -0.03

Results
* Kohn-Sham gap: 7.813 eV
* ΔE to the lowest compared entry with this formula, charge and spin: 83.0 kcal/mol
* HOMO energy: -8.644 eV
* molecular weight: 82.10 g mol⁻¹
* calculated total energy: -7325.687 eV



Molecular formula: C5H6O
Method: DFT, the ωB97M-V functional and the def2-TZVPD basis

Geometry (Å):
C  -2.0194  1.4453  -0.2729
C  -1.0535  0.6877  0.1694
C  -0.0740  -0.1079  0.4545
C  1.1425  -0.5569  1.1547
C  0.8176  -1.0560  -0.2329
O  1.5766  -0.5831  -1.3011
H  -1.7961  2.3709  -0.7985
H  -3.0662  1.1790  -0.1546
H  1.0626  -1.2716  1.9700
H  1.9572  0.1566  1.2443
H  0.4945  -2.0945  -0.3158
H  0.9581  -0.1694  -1.9170

Cartesian forces (eV/Å) of the 6 atoms listed first:
-0.12 0.10 -0.05
0.44 -0.39 0.11
-0.55 0.40 -0.25
0.14 0.01 0.18
-0.07 -0.26 0.11
-0.05 0.06 -0.18

Results
* Kohn-Sham gap: 10.211 eV
* ΔE to the lowest compared entry with this formula, charge and spin: 67.1 kcal/mol
* HOMO energy: -9.298 eV
* molecular weight: 82.10 g mol⁻¹
* calculated total energy: -7326.377 eV



Molecular formula: C5H6O
Method: DFT, the ωB97M-V functional and the def2-TZVPD basis

Geometry (Å):
C  -0.2823  -1.0669  1.8850
C  -1.1110  -0.9895  0.8543
C  -0.8907  -0.2511  -0.2416
O  -1.7699  0.6117  -0.7759
C  0.4723  -0.1826  -0.7823
C  1.0354  1.0163  -0.9677
H  0.5455  -0.3475  1.8134
H  -0.2954  -1.7569  2.7210
H  -1.3013  1.0180  -1.5213
H  1.0240  -1.0981  -0.9388
H  2.0266  1.1086  -1.3897
H  0.5468  1.9381  -0.6564

Cartesian forces (eV/Å) of the 6 atoms listed first:
0.16 0.18 -0.03
0.40 0.11 0.01
0.11 -0.05 0.01
-0.01 0.16 0.04
-0.03 0.10 -0.59
0.06 -0.18 0.05

Results
* Kohn-Sham gap (alpha / beta): 8.325 / 8.326 eV
* ΔE to the lowest compared entry with this formula, charge and spin: 79.4 kcal/mol
* HOMO energy (alpha / beta): -8.212 / -8.213 eV
* molecular weight: 82.10 g mol⁻¹
* calculated total energy: -7325.843 eV



Molecular formula: C5H6O
Method: DFT, the ωB97M-V functional and the def2-TZVPD basis

Geometry (Å):
C  -0.1990  -2.4015  -1.0574
C  -0.0827  -1.4362  -0.1905
C  0.1995  -0.3833  0.5232
C  -0.4331  0.9483  0.2394
C  0.4653  2.1072  0.5847
O  1.5830  1.9926  1.0264
H  0.5984  -2.4421  -1.7917
H  -0.9872  -3.1479  -1.0759
H  0.9295  -0.4465  1.3262
H  -0.7292  1.0317  -0.8158
H  -1.3639  1.0677  0.8132
H  0.0194  3.1102  0.4181

Cartesian forces (eV/Å) of the 6 atoms listed first:
0.12 0.06 0.09
0.19 0.05 -0.10
-0.06 -0.22 -0.06
-0.01 0.03 0.01
0.29 0.00 0.14
-0.47 0.10 -0.19

Results
* Kohn-Sham gap: 10.495 eV
* ΔE to the lowest compared entry with this formula, charge and spin: 41.6 kcal/mol
* HOMO energy: -9.556 eV
* molecular weight: 82.10 g mol⁻¹
* calculated total energy: -7327.481 eV



Molecular formula: C5H6O
Method: DFT, the ωB97M-V functional and the def2-TZVPD basis

Geometry (Å):
C  -0.0763  1.4438  0.6212
C  -0.1649  -0.0103  0.1304
C  -1.4769  -0.4313  -0.4057
O  -2.4773  0.2518  -0.3929
C  1.0080  -0.7024  -0.3215
C  1.9471  -1.4797  -0.3447
H  0.8238  1.6107  1.2145
H  -0.0543  2.1661  -0.2152
H  -0.9582  1.6976  1.2157
H  0.2203  -1.1599  0.6878
H  -1.4882  -1.4782  -0.7661
H  2.7084  -2.0517  -0.8074

Cartesian forces (eV/Å) of the 6 atoms listed first:
0.10 -0.34 0.25
0.13 -0.74 0.59
-0.15 -0.11 -0.07
0.57 -0.24 -0.01
1.06 -0.18 -0.94
-0.07 0.25 -0.89

Results
* Kohn-Sham gap: 9.631 eV
* ΔE to the lowest compared entry with this formula, charge and spin: 98.0 kcal/mol
* HOMO energy: -8.973 eV
* molecular weight: 82.10 g mol⁻¹
* calculated total energy: -7325.034 eV



Molecular formula: C5H6O
Method: DFT, the ωB97M-V functional and the def2-TZVPD basis

Geometry (Å):
C  0.0996  0.7640  0.9742
C  -0.2363  -0.4753  1.0830
C  -0.5340  -1.2070  -0.3420
O  0.0934  -0.7998  -1.7508
C  0.4515  0.5553  -1.5480
C  0.3813  1.2569  -0.3813
H  0.2383  1.4753  1.7532
H  -0.4133  -1.1278  1.8855
H  -1.6092  -0.9908  -0.4107
H  -0.2319  -2.2886  -0.0838
H  0.8178  1.1536  -2.3942
H  0.5846  2.3104  -0.5511

Cartesian forces (eV/Å) of the 6 atoms listed first:
0.70 1.96 -1.02
-0.12 -2.01 -3.82
0.78 -1.05 1.09
0.00 1.89 4.11
-0.51 -0.19 0.84
-0.02 -0.05 -1.39

Results
* Kohn-Sham gap: 9.190 eV
* ΔE to the lowest compared entry with this formula, charge and spin: 58.3 kcal/mol
* HOMO energy: -8.233 eV
* molecular weight: 82.10 g mol⁻¹
* calculated total energy: -7326.756 eV



Molecular formula: C5H6O
Method: DFT, the ωB97M-V functional and the def2-TZVPD basis

Geometry (Å):
C  -0.1986  0.5192  2.3579
C  0.0890  0.7014  1.0996
C  0.3233  0.8405  -0.1793
C  -0.4267  0.0153  -1.2072
C  0.3514  -1.2685  -1.4072
O  -0.0499  -2.3641  -1.0993
H  0.2651  -0.2788  2.9317
H  -0.9193  1.1559  2.8627
H  1.1235  1.4953  -0.5201
H  -1.4287  -0.2424  -0.8559
H  -0.5013  0.5568  -2.1592
H  1.3723  -1.1307  -1.8236

Cartesian forces (eV/Å) of the 6 atoms listed first:
0.00 0.05 -0.12
0.00 0.00 -0.03
0.01 -0.01 0.23
-0.12 -0.10 -0.02
-0.12 -0.29 0.05
0.16 0.50 -0.19

Results
* Kohn-Sham gap: 10.460 eV
* ΔE to the lowest compared entry with this formula, charge and spin: 41.1 kcal/mol
* HOMO energy: -9.507 eV
* molecular weight: 82.10 g mol⁻¹
* calculated total energy: -7327.502 eV



Molecular formula: C5H6O
Method: DFT, the ωB97M-V functional and the def2-TZVPD basis

Geometry (Å):
C  -2.4488  -0.6387  -0.4668
C  -1.3657  -0.2041  -0.7677
C  -0.0524  0.3105  -1.1136
O  0.9736  -0.6731  -1.2077
C  1.0855  0.2977  -0.1812
C  0.8832  -0.0198  1.2689
H  -3.4140  -1.0171  -0.2001
H  -0.0182  1.1346  -1.8173
H  1.8785  1.0139  -0.4087
H  -0.0983  -0.4782  1.4202
H  0.9088  0.9379  1.8038
H  1.6678  -0.6635  1.6703

Cartesian forces (eV/Å) of the 6 atoms listed first:
0.45 0.24 -0.13
-0.43 0.00 0.26
-0.10 0.25 0.00
0.05 -0.21 -0.01
-0.02 0.29 0.23
0.00 -0.08 -0.02

Results
* Kohn-Sham gap: 11.023 eV
* ΔE to the lowest compared entry with this formula, charge and spin: 63.8 kcal/mol
* HOMO energy: -9.926 eV
* molecular weight: 82.10 g mol⁻¹
* calculated total energy: -7326.516 eV



Molecular formula: C5H6O
Method: DFT, the ωB97M-V functional and the def2-TZVPD basis

Geometry (Å):
C  -0.9208  0.1635  0.0255
C  -1.0296  -1.3681  -0.2129
C  0.5030  -1.5651  -0.1520
C  0.5652  -0.1362  0.0288
C  1.6496  0.6664  0.1313
O  1.5740  1.9864  0.2601
H  -1.3367  0.5195  0.9767
H  0.6320  2.2274  0.2631
H  -1.2945  0.8023  -0.7859
H  -1.4359  -1.6530  -1.1917
H  -1.5776  -1.9377  0.5477
H  2.6713  0.2945  0.1094

Cartesian forces (eV/Å) of the 6 atoms listed first:
-0.07 0.07 0.01
-0.09 -0.24 -0.03
-0.23 0.50 0.05
0.24 -0.05 0.00
0.04 -0.14 -0.02
-0.17 -0.07 -0.01

Results
* Kohn-Sham gap: 7.837 eV
* ΔE to the lowest compared entry with this formula, charge and spin: 96.3 kcal/mol
* HOMO energy: -8.088 eV
* molecular weight: 82.10 g mol⁻¹
* calculated total energy: -7325.108 eV



Question: What is the calculated total energy in the first record?
Answer: -7325.090 eV



Question: Which value of ΔE to the lowest compared entry with this formula, charge and spin does entry 7 give?
Answer: 41.6 kcal/mol